11
Properties=species:S:1:pos:R:3 method="wB97M-V/def2-TZVPD" e_tot_ha=-424.541499 homo_lumo_gap_ha=0.29392 lumo_energy_ev=-0.97 multiplicity=1 de_lowest_kj_mol=300.6
H 0.0139 2.2728 0.0758
Li 1.8154 -0.6854 -1.0064
O -0.8780 -0.6243 -1.0015
H -1.1570 2.4504 1.6905
C -0.0700 2.3889 1.5856
C 0.4414 1.1142 1.9744
O 1.1093 0.6928 2.8582
O 0.3645 1.2874 -1.1325
H 0.4803 3.2161 2.0375
O 0.6451 -0.0378 0.5124
C -0.1826 0.2761 -0.5554

***

9
Properties=species:S:1:pos:R:3 method="wB97M-V/def2-TZVPD" e_tot_ha=-644.266060 homo_lumo_gap_ha=0.39615 lumo_energy_ev=0.31 multiplicity=1 de_lowest_kj_mol=54.8
N -2.8329 0.4774 -0.5589
H 2.6672 -0.1347 -1.0312
H -0.0752 0.7858 0.9325
C -1.8888 0.1955 0.0211
C 1.7776 0.2592 -0.4104
H -0.9346 -0.5225 1.7400
O 1.6904 1.3359 0.1377
S 0.5745 -1.0306 -0.0828
C -0.6459 -0.0660 0.8051

***

81
Properties=species:S:1:pos:R:3 method="wB97M-V/def2-TZVPD" e_tot_ha=-3379.086360 homo_lumo_gap_ha="0.28119 / 0.08658" lumo_energy_ev="-1.55 / -6.85" multiplicity=2 de_lowest_kj_mol=174.3
H -0.7696 -5.5975 -1.4048
H -3.5562 -0.5738 -2.2298
O -5.0449 -0.6693 -0.2622
H 1.5941 3.2144 -1.4304
H -2.7377 0.8703 3.0200
O 0.5454 2.3617 0.2860
C -1.6645 5.0031 -0.3425
H 3.8683 2.4962 1.5939
N 3.4246 1.8145 0.9951
O 5.2596 0.9684 0.0554
H 4.2119 -2.5878 -0.5070
N 1.6660 -2.3179 1.2433
O -1.5389 -0.5158 -1.8124
C -3.7432 -0.8216 3.4385
N -0.5597 4.8940 0.3571
H 2.5738 -2.5676 -1.1086
O -2.0097 4.2226 -1.1262
H -0.2412 -1.7761 0.4340
F -0.3264 1.0316 2.1248
H 1.3292 -1.3902 1.0286
H -3.2700 6.0113 -0.1833
N -4.3486 -1.7689 2.6697
H 0.0259 0.6556 4.6268
C 3.7935 -3.3344 -2.4553
N -2.2766 6.1229 -0.0391
H 3.7349 -0.6227 -0.7676
F 0.7539 -1.0806 -2.1077
N 3.1700 2.1121 -2.8133
C 0.8606 1.9038 5.7987
N -6.5709 -0.1326 -1.8952
H 1.8029 0.5943 4.5509
H -4.9325 -0.7672 -3.3570
N 3.2469 0.1112 -0.2744
H -1.1154 -3.2113 0.2442
H -0.7627 -3.4178 -1.7114
N 0.9405 0.9579 4.9306
O 4.9723 -3.5002 -2.8793
N -0.4656 -5.5461 -2.3666
N -4.5422 -0.6589 -2.4318
O -0.1276 2.5695 6.1967
H 2.8786 1.7673 5.6770
N -1.1072 -3.5532 -2.6511
N 0.3299 -0.0480 0.2513
H -7.1807 0.2832 -1.2058
H 1.7829 -3.2892 -2.6677
H -1.6807 -2.9377 -3.2100
H -3.1240 -0.1932 1.6554
C -5.3726 -0.5006 -1.4741
H 2.3748 1.5466 -2.5527
C -1.0225 -4.7115 -3.1813
H -6.6335 0.1113 -2.8733
O 0.2235 1.1877 -2.2743
N 3.5491 -2.7943 -1.2406
H -4.7914 -2.5676 3.1010
N 2.4618 3.7301 -1.4648
H 2.3304 2.9702 6.7956
H -4.4977 -1.4028 1.7402
O -3.7558 -0.7606 4.5813
N 2.6702 -3.4938 -3.1047
H 2.8475 -3.4971 -4.0990
N 2.1144 2.2887 6.0822
N -0.2099 -2.7840 0.3770
O 4.4439 3.9587 -2.4527
H 2.5752 4.4507 -0.7662
H 3.8850 1.7839 -3.4467
O -1.4110 -5.0010 -4.2843
H -0.2646 5.5885 1.0284
O -1.7870 1.3326 0.4163
H 2.6390 -2.4994 1.4445
H 2.2636 -0.1162 -0.2364
O 1.2345 -4.4204 0.5995
S -0.3241 1.2263 0.5336
N -3.2126 0.0706 2.6263
H -0.0308 -6.3820 -2.7302
C 4.0728 1.0670 0.1141
C 0.9596 -3.2138 0.6327
H -0.0457 4.0829 0.0439
H 2.4373 1.6758 1.1566
C 3.3642 3.3207 -2.2795
H -1.9468 6.6346 0.7668
S -0.2098 0.0320 -1.5164

***

16
Properties=species:S:1:pos:R:3 method="wB97M-V/def2-TZVPD" e_tot_ha=-301.068252 homo_lumo_gap_ha="0.34427 / 0.34425" lumo_energy_ev="1.04 / 1.04" multiplicity=1 de_lowest_kj_mol=419.8
N 1.5117 -0.5926 0.3671
C -1.5012 1.8876 0.1813
N -2.1089 0.1021 -1.2155
H 3.2398 -0.5311 1.6547
C 2.4602 -1.2656 1.3020
H -1.0263 2.8023 -0.1887
N -1.2675 0.9519 -0.8537
H -0.9807 -0.7463 -2.5285
H -2.5689 2.1378 0.2337
H 3.2362 -2.0645 0.9113
H -3.1237 0.1785 -0.9615
H 2.0348 -0.2495 -0.4596
H -0.9839 1.4302 1.0977
H 2.1436 -1.8507 2.2223
N -1.8605 -0.8933 -1.9906
H 0.7952 -1.2967 0.2280

***

16
Properties=species:S:1:pos:R:3 method="wB97M-V/def2-TZVPD" e_tot_ha=-383.754352 homo_lumo_gap_ha=0.37473 lumo_energy_ev=0.67 multiplicity=1 de_lowest_kj_mol=409.0
C 0.7507 -0.9760 -0.8024
H -1.1718 -1.3341 -1.2650
H 2.3252 1.6552 0.4669
H -0.2797 2.2762 -0.7455
H 0.8134 -1.9329 -0.0359
C 1.6582 -0.1478 0.0172
O 1.9638 -0.4243 1.1900
O 1.9795 1.0445 -0.3873
H -1.5290 2.4485 0.9473
C -1.4177 -0.7982 0.6959
C -0.7076 -0.7112 -0.5808
C -1.0852 1.8037 0.0388
H -0.7893 -0.8234 1.5952
C -1.2382 0.4958 0.0818
H -2.3958 -1.4695 0.7516
H 1.1235 -1.1065 -1.9679